#i
# C33H31N10O9Sr

A structure of composition C33H31N10O9Sr (ωB97M-V/def2-TZVPD, OMol25).

Each line ends with the Löwdin charge.
Positions of all 84 atoms, in Å:
Sr: 0.33 -0.37 0.57  1.511
N: 2.11 0.35 -1.11  -0.070
C: 3.03 1.18 -0.28  -0.171
C: 2.25 2.25 0.54  -0.572
O: 2.68 3.41 0.56  -0.028
N: 1.19 1.72 1.17  -0.137
C: 0.22 2.63 1.79  -0.144
C: -1.20 2.31 1.30  -0.636
O: -2.04 3.22 1.17  -0.030
O: -1.43 1.07 0.99  -0.286
H: 2.64 -0.39 -1.57  0.073
H: 1.69 0.92 -1.84  0.040
H: 3.78 1.71 -0.87  0.100
H: 3.53 0.52 0.43  0.098
H: 0.44 3.68 1.58  0.096
H: 0.19 2.51 2.88  0.117
C: -1.94 1.12 -2.51  -0.132
N: -1.70 -0.02 -1.63  -0.062
C: -2.26 -1.29 -2.06  -0.144
C: -1.17 -2.33 -2.15  -0.298
N: -0.09 -2.32 -1.41  0.124
C: 0.66 -3.42 -1.83  -0.218
C: 1.90 -3.87 -1.38  -0.001
C: 2.44 -4.99 -2.00  -0.092
C: 1.76 -5.65 -3.03  -0.106
C: 0.52 -5.22 -3.48  -0.033
C: -0.01 -4.09 -2.85  -0.195
N: -1.18 -3.37 -3.04  0.161
C: -0.86 2.14 -2.32  -0.320
N: 0.25 2.14 -3.01  0.149
C: 0.96 3.24 -2.50  -0.255
C: 2.23 3.71 -2.83  -0.038
C: 2.71 4.81 -2.15  -0.104
C: 1.94 5.44 -1.16  -0.107
C: 0.68 4.99 -0.83  -0.028
C: 0.21 3.88 -1.52  -0.193
N: -0.99 3.19 -1.46  0.189
H: -1.87 0.80 -3.55  0.116
H: -2.93 1.57 -2.35  0.125
H: -1.98 0.22 -0.68  0.058
H: -3.01 -1.66 -1.36  0.108
H: -2.74 -1.20 -3.04  0.116
H: 2.41 -3.35 -0.58  0.100
H: 3.40 -5.36 -1.67  0.098
H: 2.21 -6.52 -3.49  0.094
H: 0.00 -5.73 -4.28  0.102
H: -1.91 -3.55 -3.71  0.155
H: 2.82 3.21 -3.59  0.104
H: 3.70 5.18 -2.37  0.093
H: 2.36 6.29 -0.62  0.100
H: 0.09 5.46 -0.04  0.114
H: -1.63 3.23 -0.66  0.121
O: 0.40 -1.67 2.54  -0.153
C: 1.57 -2.07 2.30  -0.634
O: 2.27 -1.80 1.29  -0.117
C: 2.19 -3.02 3.31  -0.075
C: 1.41 -3.53 4.34  0.083
C: 1.99 -4.40 5.23  -0.105
C: 3.31 -4.80 5.16  0.070
C: 4.04 -4.27 4.12  -0.106
C: 3.52 -3.40 3.19  0.082
N: 5.47 -4.70 3.99  -0.350
O: 6.08 -4.31 3.02  0.088
O: 5.92 -5.41 4.87  0.072
N: 1.16 -4.98 6.34  -0.345
O: 1.74 -5.64 7.18  0.078
O: -0.03 -4.75 6.32  0.074
H: 0.37 -3.23 4.42  0.130
H: 3.74 -5.48 5.87  0.129
H: 4.11 -3.01 2.38  0.135
C: -3.25 -4.03 4.73  -0.038
C: -2.93 -3.32 3.44  -0.268
C: -3.21 -1.98 3.25  -0.017
C: -2.89 -1.37 2.05  -0.122
N: -2.32 -2.01 1.03  0.053
C: -2.03 -3.31 1.22  -0.142
C: -2.32 -3.99 2.38  -0.033
H: -3.94 -3.44 5.34  0.076
H: -2.35 -4.20 5.32  0.062
H: -3.71 -5.00 4.54  0.080
H: -3.66 -1.40 4.04  0.112
H: -3.07 -0.31 1.89  0.101
H: -1.55 -3.81 0.39  0.102
H: -2.06 -5.04 2.47  0.112

Total charge: -1
Gap between HOMO and LUMO in eV: 5.8
HOMO energy in eV: -4.73



#ii
# C33H31N10O9Sr

A structure of composition C33H31N10O9Sr (ωB97M-V/def2-TZVPD, OMol25).

Each line ends with the Löwdin charge.
Positions of all 84 atoms, in Å:
Sr: -0.35 0.04 -0.44  1.550
N: -0.36 -2.65 -0.11  -0.033
C: -1.30 -2.95 -1.21  -0.193
C: -1.35 -1.81 -2.24  -0.655
O: -0.19 -1.33 -2.51  -0.229
N: -2.44 -1.31 -2.74  0.066
C: -3.71 -1.50 -2.08  -0.170
C: -3.80 -0.76 -0.73  -0.649
O: -4.92 -0.46 -0.24  -0.056
O: -2.70 -0.54 -0.15  -0.196
H: 0.61 -2.73 -0.41  0.066
H: -0.51 -3.29 0.66  0.064
H: -2.27 -3.13 -0.76  0.090
H: -1.01 -3.85 -1.76  0.114
H: -3.98 -2.55 -1.87  0.109
H: -4.51 -1.12 -2.72  0.099
C: -1.91 1.06 2.99  -0.126
N: -1.34 1.61 1.75  -0.078
C: -2.12 2.66 1.09  -0.125
C: -2.48 2.44 -0.35  -0.338
N: -1.63 2.27 -1.33  0.101
C: -2.40 2.19 -2.49  -0.226
C: -2.01 1.95 -3.80  -0.009
C: -3.00 1.89 -4.76  -0.092
C: -4.35 2.04 -4.42  -0.100
C: -4.76 2.26 -3.11  -0.023
C: -3.75 2.33 -2.16  -0.193
N: -3.77 2.53 -0.79  0.173
C: -2.29 -0.39 2.90  -0.310
N: -1.53 -1.34 3.37  0.165
C: -2.19 -2.52 3.05  -0.243
C: -1.82 -3.85 3.25  -0.042
C: -2.65 -4.83 2.74  -0.115
C: -3.83 -4.51 2.05  -0.105
C: -4.22 -3.20 1.86  -0.013
C: -3.39 -2.22 2.39  -0.198
N: -3.46 -0.84 2.36  0.167
H: -2.77 1.66 3.31  0.116
H: -1.15 1.13 3.77  0.112
H: -0.38 1.90 1.94  0.070
H: -1.58 3.61 1.13  0.131
H: -3.05 2.81 1.64  0.115
H: -0.97 1.77 -4.04  0.117
H: -2.74 1.68 -5.79  0.097
H: -5.10 1.96 -5.20  0.094
H: -5.80 2.34 -2.85  0.107
H: -4.56 2.32 -0.20  0.156
H: -0.90 -4.09 3.77  0.104
H: -2.38 -5.87 2.87  0.090
H: -4.43 -5.31 1.64  0.093
H: -5.11 -2.94 1.30  0.113
H: -3.99 -0.37 1.63  0.122
O: 1.62 1.71 -0.25  -0.104
C: 2.35 0.70 -0.42  -0.705
O: 2.14 -0.45 0.02  -0.093
C: 3.58 0.87 -1.29  -0.077
C: 4.32 2.04 -1.22  0.080
C: 5.46 2.17 -2.00  -0.120
C: 5.87 1.18 -2.87  0.079
C: 5.11 0.03 -2.92  -0.113
C: 3.98 -0.15 -2.14  0.095
N: 5.53 -1.04 -3.83  -0.350
O: 4.93 -2.10 -3.78  0.093
O: 6.48 -0.82 -4.56  0.068
N: 6.26 3.39 -1.90  -0.352
O: 7.22 3.50 -2.63  0.073
O: 5.93 4.22 -1.07  0.077
H: 4.00 2.84 -0.57  0.132
H: 6.75 1.29 -3.48  0.128
H: 3.41 -1.07 -2.19  0.142
C: 5.55 -0.14 3.52  -0.048
C: 4.16 0.37 3.32  -0.275
C: 3.92 1.67 2.88  -0.035
C: 2.62 2.09 2.65  -0.146
N: 1.55 1.30 2.84  0.061
C: 1.78 0.06 3.27  -0.119
C: 3.05 -0.44 3.52  -0.027
H: 6.23 0.66 3.81  0.075
H: 5.93 -0.57 2.59  0.086
H: 5.59 -0.92 4.28  0.076
H: 4.74 2.35 2.70  0.110
H: 2.42 3.08 2.28  0.110
H: 0.90 -0.57 3.41  0.088
H: 3.17 -1.46 3.86  0.113

Total charge: -1
Gap between HOMO and LUMO in eV: 6.0
HOMO energy in eV: -4.91



In eV, relative to the most stable structure: #i 0.000; #ii 0.143.



#i
# CH3Br2N

A cluster of 2 separate species, CH3Br2N in total (ωB97M-V/def2-TZVPD, OMol25).

Each line ends with the Löwdin charge.
Positions of all 7 atoms, in Å:
C: 1.03 0.96 -1.13  -0.184
N: 0.57 -0.21 -1.09  -0.424
Br: 1.70 -1.72 -0.70  0.499
H: 1.94 1.46 -1.27  0.063
H: 0.25 1.64 -1.22  0.049
Br: -2.78 -0.41 2.59  0.373
H: -2.71 -1.72 2.83  -0.375

Gap between HOMO and LUMO in eV: 10.2
SMILES string: C=NBr.Br
HOMO energy in eV: -9.89



#ii
# CH3Br2N

A structure of composition CH3Br2N (ωB97M-V/def2-TZVPD, OMol25).

Each line ends with the Löwdin charge.
Positions of all 7 atoms, in Å:
C: -0.04 0.20 0.08  -0.090
N: -0.67 1.39 1.41  -1.029
Br: -0.72 3.08 0.41  0.452
Br: -2.26 0.80 2.08  0.542
H: -0.49 -0.77 0.10  0.014
H: -0.02 0.64 -0.98  0.055
H: 1.00 0.22 0.52  0.056

Gap between HOMO and LUMO in eV: 8.6
HOMO energy in eV: -9.25



In eV, relative to the most stable structure: #i 0.000; #ii 1.501.



#i
# CH10O6

A cluster of 5 separate species, CH10O6 in total (ωB97M-V/def2-TZVPD, OMol25).

Each line ends with the Löwdin charge.
Positions of all 17 atoms, in Å:
O: -0.40 -0.27 -1.93  0.042
C: -1.52 -0.02 -2.32  -0.348
O: -2.43 0.53 -1.52  0.072
H: -1.83 -0.32 -3.33  0.143
H: -2.28 0.10 -0.64  0.080
O: 0.31 -0.07 1.87  -0.055
H: 0.94 -0.78 2.08  0.056
H: 0.99 0.61 1.77  0.044
O: 3.37 0.38 2.14  -0.054
H: 3.53 0.23 1.20  0.023
H: 4.15 -0.03 2.53  0.041
O: 1.97 0.08 -0.58  -0.069
H: 1.11 0.10 -1.03  -0.013
H: 2.60 -0.23 -1.25  0.043
O: -2.31 -0.37 1.19  -0.051
H: -1.40 -0.22 1.49  -0.002
H: -2.89 -0.86 1.77  0.048

Gap between HOMO and LUMO in eV: 11.5
SMILES string: O=CO.O.O.O.O
HOMO energy in eV: -10.95



#ii
# CH10O6

A cluster of 5 separate species, CH10O6 in total (ωB97M-V/def2-TZVPD, OMol25).

Each line ends with the Löwdin charge.
Positions of all 17 atoms, in Å:
O: -0.32 -0.15 -1.91  0.039
C: -1.46 -0.06 -2.30  -0.374
O: -2.47 0.43 -1.61  0.049
H: -1.87 -0.50 -3.26  0.154
H: -2.43 0.20 -0.60  0.115
O: 0.55 -0.34 1.94  -0.098
H: 1.13 -1.14 1.83  0.062
H: 1.10 0.46 1.84  0.025
O: 3.47 0.36 2.14  -0.052
H: 3.35 0.11 1.19  0.031
H: 4.19 -0.08 2.52  0.006
O: 2.08 0.29 -0.60  -0.054
H: 1.26 0.41 -1.07  -0.020
H: 2.68 -0.03 -1.28  0.051
O: -2.72 -0.30 1.18  -0.099
H: -2.02 -0.44 1.88  0.061
H: -3.29 -1.05 1.59  0.104

Gap between HOMO and LUMO in eV: 11.3
SMILES string: O=CO.O.O.O.O
HOMO energy in eV: -10.81



In eV, relative to the most stable structure: #i 0.000; #ii 0.510.